[1]
{"formula": "CHNO2", "method": "ωB97M-V/def2-TZVPD", "species": ["O", "O", "N", "C", "H"], "positions_angstrom": [[3.883435, -0.565990, 0.158217], [-0.487930, -1.660509, -0.158749], [-0.315498, -0.531252, 0.248369], [3.635266, 0.419794, -0.390685], [-0.215079, -0.530398, 1.248121]], "forces_ev_per_a": [[-0.8, 3.0, -1.7], [0.2, 1.1, 0.7], [-0.3, -0.8, -2.6], [0.8, -3.0, 1.6], [0.1, -0.4, 1.8]], "nbo_charge": [-0.514, -0.241, -0.016, 0.513, 0.257], "homo_energy_ev": -9.771, "relative_energy_kj_mol": 40.2, "lumo_ev": -0.492, "energy_ha": -243.82940}

=====

[2]
{"formula": "C3H2N2O", "method": "ωB97M-V/def2-TZVPD", "species": ["O", "N", "N", "C", "C", "C", "H", "H"], "positions_angstrom": [[-2.125397, -0.664299, -0.997711], [-1.129192, -0.899543, -0.411062], [-0.600873, 1.451829, -0.965373], [0.915241, 0.074715, 0.533944], [0.132592, 1.109187, -0.147288], [-0.033029, -1.106943, 0.027378], [1.966010, 0.008477, 0.346878], [0.874648, 0.026577, 1.613236]], "forces_ev_per_a": [[-0.1, -0.5, 0.3], [2.0, -1.2, 0.3], [0.3, 1.7, 0.2], [-2.3, -1.5, 0.1], [0.9, 0.4, -0.4], [-0.6, 0.7, 0.1], [0.4, -0.2, -1.0], [-0.4, 0.5, 0.3]], "nbo_charge": [-0.280, 0.226, -0.290, -0.504, 0.236, 0.077, 0.269, 0.265], "homo_energy_ev": -10.293, "relative_energy_kj_mol": 345.1, "lumo_ev": -0.372, "energy_ha": -300.09998, "smiles": "N#CCC#[N+][O-]"}

=====

[3]
{"formula": "C5H11NO", "method": "ωB97M-V/def2-TZVPD", "species": ["O", "N", "C", "C", "C", "C", "C", "H", "H", "H", "H", "H", "H", "H", "H", "H", "H", "H"], "positions_angstrom": [[-0.426753, -0.197140, -3.314957], [0.769334, 1.378655, -2.206883], [0.041688, 0.210013, -2.281531], [-0.042316, -0.495322, -0.934986], [-0.757438, -0.529531, 1.493998], [0.598262, -0.490585, 2.223898], [-0.778919, 0.248754, 0.183893], [0.991056, 1.697122, -1.285109], [0.912303, -0.853190, -0.551120], [-1.023374, -1.567963, 1.276493], [-0.652573, -1.378925, -1.156650], [0.348046, -0.258290, 3.257474], [1.049737, 1.767981, -3.075989], [1.169516, -1.402555, 2.070403], [-1.541065, -0.186166, 2.155723], [-1.751067, 0.619780, -0.139693], [-0.273744, 1.213426, 0.350379], [1.367306, 0.223930, 1.934653]], "forces_ev_per_a": [[-0.2, -0.3, -0.2], [-0.9, -1.4, 0.2], [1.1, 0.9, 0.9], [-1.6, -0.9, -0.1], [0.2, 0.0, -0.7], [-0.1, -0.1, 0.1], [0.7, 1.3, -0.2], [0.5, 0.5, -0.2], [0.3, 0.2, -0.3], [0.1, 0.0, 0.0], [0.3, -0.1, 0.1], [0.6, -0.5, 0.3], [0.2, 0.8, -0.2], [-0.3, -0.5, 0.6], [-0.1, 0.3, 0.1], [-0.4, -0.7, 0.0], [0.2, -0.1, 0.2], [-0.6, 0.8, -0.5]], "nbo_charge": [-0.599, -0.845, 0.685, -0.517, -0.402, -0.629, -0.381, 0.393, 0.222, 0.203, 0.228, 0.218, 0.407, 0.212, 0.209, 0.216, 0.177, 0.206], "homo_energy_ev": -9.795, "relative_energy_kj_mol": 46.8, "lumo_ev": 0.906, "energy_ha": -327.11354, "smiles": "CCCCC(N)=O"}

=====

[4]
{"formula": "C7H14AlOPS", "method": "ωB97M-V/def2-TZVPD", "species": ["S", "P", "Al", "O", "C", "C", "C", "C", "C", "C", "C", "H", "H", "H", "H", "H", "H", "H", "H", "H", "H", "H", "H", "H", "H"], "positions_angstrom": [[-0.355617, -3.076577, -0.570319], [1.862190, -0.493282, 1.131723], [0.102117, 0.070703, -0.496683], [-0.231615, -1.614221, -1.178307], [0.506634, 2.104972, -2.125671], [-1.513250, 0.919336, -0.032016], [-1.272858, -2.905717, 0.969874], [1.263373, 1.213378, -1.425337], [-0.894460, 2.307981, -2.020923], [-1.789162, 1.799288, -1.044525], [-1.691945, -3.720655, -1.575405], [-2.241290, 0.747545, 0.757875], [1.584041, -0.241740, 2.514052], [-1.566127, -3.930464, 1.253080], [-2.809266, 2.207250, -1.156064], [3.074320, 0.236213, 0.955194], [-1.886632, -4.753900, -1.259755], [-1.334354, 2.984677, -2.765027], [-1.347038, -3.688997, -2.610351], [2.352469, 1.217221, -1.491174], [-0.624201, -2.487065, 1.748704], [2.360656, -1.837034, 1.110232], [-2.161474, -2.280496, 0.818076], [-2.582258, -3.090408, -1.444349], [0.981269, 2.763453, -2.878269]], "forces_ev_per_a": [[-0.4, 2.1, -0.8], [0.1, 0.0, 0.3], [-0.1, 0.9, 0.1], [0.1, -2.6, 0.7], [-0.7, 1.0, -1.0], [0.4, -1.0, 0.9], [-0.2, -0.3, 0.1], [0.5, -0.9, 0.7], [-0.2, 0.3, -0.5], [-0.2, 0.9, -0.9], [-0.1, -0.2, 0.1], [-0.2, 0.0, -0.3], [0.4, -0.4, -0.4], [0.1, 0.4, 0.0], [0.3, -0.1, 0.3], [-0.5, -0.3, 0.1], [0.0, 0.2, -0.1], [0.2, -0.2, 0.4], [0.0, 0.0, 0.1], [-0.2, 0.1, -0.3], [-0.1, -0.1, -0.3], [0.1, 0.4, 0.5], [0.3, -0.1, 0.0], [0.4, -0.1, 0.0], [-0.1, -0.2, 0.4]], "nbo_charge": [1.230, 0.092, 1.459, -1.007, -0.181, -0.970, -0.812, -0.976, -0.423, -0.192, -0.793, 0.196, 0.037, 0.243, 0.184, 0.068, 0.238, 0.192, 0.265, 0.195, 0.252, -0.004, 0.269, 0.258, 0.181], "homo_energy_ev": -4.910, "relative_energy_kj_mol": 0.0, "lumo_ev": -0.215, "energy_ha": -1332.19692}

=====

[5]
{"formula": "C25H16Co2NO6", "method": "ωB97M-V/def2-TZVPD", "species": ["Co", "Co", "O", "O", "O", "O", "O", "O", "N", "C", "C", "C", "C", "C", "C", "C", "C", "C", "C", "C", "C", "C", "C", "C", "C", "C", "C", "C", "C", "C", "C", "C", "C", "C", "H", "H", "H", "H", "H", "H", "H", "H", "H", "H", "H", "H", "H", "H", "H", "H"], "positions_angstrom": [[0.876760, -1.769161, -1.243193], [-1.269359, 0.085025, -0.620450], [3.611182, -1.062564, -1.916026], [1.105460, -4.625614, -1.792630], [-0.336461, 2.780043, -1.008223], [-2.750329, -1.085711, 1.590813], [-3.226545, 1.412351, -2.266180], [1.156721, -1.147165, 1.630985], [0.232092, 1.664911, 0.947743], [0.985794, -1.307678, 0.493131], [-0.337248, 1.740013, -0.391166], [-2.175719, -0.602963, 0.707225], [-2.720885, -2.034906, -3.363752], [-4.493017, -3.477172, -2.526534], [3.471636, 2.243551, 2.614289], [-3.953999, -2.668995, -3.536794], [4.352166, 2.045462, 1.560623], [2.512870, -1.339779, -1.674693], [-2.002172, -2.215926, -2.157484], [0.100658, -0.463288, -2.192043], [-0.650572, 1.843296, 1.975566], [1.017618, -3.488785, -1.575473], [-0.202381, 2.086460, 3.258515], [-2.495736, -3.133499, -1.204922], [1.607405, 1.813773, 1.138605], [-0.860326, -1.391729, -1.806191], [1.152061, 2.205361, 3.530389], [3.858113, 1.732292, 0.282169], [2.480091, 1.651581, 0.066260], [-3.740445, -3.731318, -1.376654], [2.069770, 2.096513, 2.454889], [-2.457579, 0.860306, -1.603342], [1.566106, 2.447606, 4.953224], [0.449126, 0.796978, -2.602443], [4.547116, 1.567160, -0.544452], [-0.313013, 1.429043, -3.074077], [-0.941042, 2.172007, 4.050969], [3.867504, 2.500497, 3.593525], [-1.705318, 1.753736, 1.727273], [-1.898361, -3.337499, -0.313264], [2.587854, 2.820580, 5.053006], [2.063818, 1.456500, -0.925777], [0.879436, 3.185091, 5.393908], [1.482789, 1.537953, 5.569367], [1.508441, 0.979548, -2.778059], [-4.117395, -4.379813, -0.587299], [-5.495144, -3.897699, -2.634286], [-2.312556, -1.380092, -4.143096], [5.432726, 2.131314, 1.722903], [-4.519712, -2.497598, -4.456873]], "forces_ev_per_a": [[3.0, -1.3, 2.0], [0.3, 0.6, 0.3], [-0.7, 0.0, 0.0], [0.0, 1.2, 0.0], [1.1, 0.5, 1.5], [-0.6, 0.3, -0.3], [0.0, -0.3, 0.7], [0.1, 0.0, -0.9], [1.0, 2.4, 2.7], [-0.4, -0.5, 1.1], [-3.5, -0.3, -1.4], [1.4, -1.0, 1.4], [0.0, -0.3, 0.4], [0.0, 0.1, -0.2], [0.6, -0.2, -0.3], [0.0, 0.0, 0.2], [-0.3, 0.2, 0.6], [1.0, 0.1, -0.2], [-0.3, 0.0, -0.8], [-1.2, 0.7, -2.2], [1.3, -0.4, -1.3], [-0.5, -1.6, 0.2], [0.3, -0.1, 0.1], [-0.1, -0.1, -0.4], [-1.2, 0.0, 1.0], [-0.7, 0.5, -0.4], [-0.5, 0.0, 0.0], [-1.1, 0.0, -0.2], [1.3, 0.0, -0.5], [0.4, 0.2, -0.1], [0.5, -0.2, -0.3], [-0.7, 0.9, -2.1], [0.0, 0.2, 0.3], [-0.6, -1.8, -1.2], [-0.2, 0.0, 0.2], [0.5, 0.0, 0.2], [0.2, 0.0, -0.1], [0.0, -0.1, -0.2], [0.3, 0.0, -0.2], [-0.2, 0.2, -0.2], [-0.2, 0.0, 0.0], [0.2, 0.0, 0.4], [0.3, -0.2, -0.1], [0.0, 0.2, -0.3], [-0.2, 0.4, 0.2], [0.0, 0.1, -0.2], [0.3, 0.0, 0.0], [-0.2, -0.2, 0.4], [-0.5, 0.0, 0.0], [0.1, -0.1, 0.3]], "nbo_charge": [-0.119, 0.032, -0.588, -0.566, -0.628, -0.591, -0.570, -0.606, -0.386, 0.474, 0.488, 0.424, -0.261, -0.268, -0.190, -0.211, -0.212, 0.545, 0.068, -0.175, 0.138, 0.516, -0.267, -0.234, 0.158, -0.341, 0.087, -0.187, -0.155, -0.215, -0.025, 0.524, -0.645, -0.499, 0.229, 0.205, 0.224, 0.204, 0.257, 0.223, 0.217, 0.257, 0.225, 0.237, 0.188, 0.200, 0.196, 0.212, 0.215, 0.197], "homo_energy_ev": -2.721, "relative_energy_kj_mol": 178.0, "total_charge": -1, "lumo_ev": 1.128, "energy_ha": -4233.86052}

=====

HOMO-LUMO gap in eV, matching the order above: 9.279, 9.921, 10.701, 4.696, 3.850